1.
61
Properties=species:S:1:pos:R:3 method="wB97M-V/def2-TZVPD" lumo_energy_ev="-6.215 / -6.253" max_force_ev_per_a=5.6 total_charge=+2 e_homo_ev="-9.93 / -9.88" orbital_gap_ev="3.7 / 3.6" spin_multiplicity=4
P 0.77 1.33 -2.67
P 1.74 -2.35 -1.40
C 2.06 0.11 -3.05
C 1.71 -1.39 -2.95
H 2.98 0.35 -2.49
H 2.34 0.29 -4.10
H 0.74 -1.62 -3.44
H 2.48 -1.93 -3.55
C 3.53 -2.77 -1.27
H 3.73 -3.21 -0.29
H 4.15 -1.86 -1.35
H 3.83 -3.47 -2.05
C 0.95 -3.94 -1.83
H 1.70 -4.63 -2.24
H 0.16 -3.80 -2.58
H 0.49 -4.38 -0.94
C 1.53 2.93 -2.91
H 0.83 3.72 -2.64
H 1.80 3.03 -3.97
H 2.44 3.03 -2.30
C -0.48 1.09 -3.93
H -0.89 0.07 -3.86
H -0.03 1.22 -4.93
H -1.29 1.81 -3.82
W -2.35 0.94 0.77
C 1.42 -2.04 0.37
C 2.28 -0.96 0.86
C 2.37 0.37 0.26
C 1.08 1.23 0.31
C 0.21 1.25 -0.97
C -0.99 0.33 -0.94
C -0.98 -1.11 -0.52
C -0.11 -1.67 0.64
C -3.48 2.55 -0.24
H 1.62 -3.04 0.82
H 3.00 -1.21 1.64
H 2.74 0.35 -0.77
H 3.12 0.92 0.85
H 0.49 0.95 1.20
H 1.40 2.26 0.49
H -0.16 2.30 -1.00
H -1.70 0.49 -1.78
H -0.76 -1.70 -1.42
H -2.02 -1.43 -0.23
H -0.15 -1.05 1.55
H -0.57 -2.61 0.97
H -4.45 2.07 0.00
H -3.36 2.72 -1.31
H -3.37 3.50 0.32
O -2.21 0.71 2.63
N -2.54 0.95 3.91
C -1.69 1.65 4.70
C -1.85 1.61 6.09
C -2.92 0.90 6.64
C -3.78 0.21 5.79
C -3.61 0.28 4.41
H -0.87 2.20 4.23
H -1.16 2.16 6.72
H -3.06 0.86 7.71
H -4.63 -0.36 6.16
H -4.25 -0.23 3.70

2.
80
Properties=species:S:1:pos:R:3 method="wB97M-V/def2-TZVPD" lumo_energy_ev=-0.183 max_force_ev_per_a=2.0 e_homo_ev=-10.66 orbital_gap_ev=10.5
O 2.59 -1.31 1.74
S 1.47 -0.56 1.30
O 1.19 -0.74 -0.08
C 1.67 1.11 1.79
C 0.32 1.81 2.02
C -0.86 1.07 1.44
O -0.88 1.15 0.02
C -1.01 -0.34 1.93
O 0.25 -1.07 2.18
H 2.21 1.05 2.73
H 2.30 1.62 1.08
H 0.34 2.75 1.50
H 0.14 2.05 3.05
H -1.75 1.59 1.78
H -1.51 1.85 -0.22
H -1.65 -0.92 1.28
H -1.50 -0.29 2.89
O -0.92 -2.84 -0.50
H -0.42 -2.01 -0.47
H -0.24 -3.52 -0.59
O 2.36 1.94 -1.59
H 2.93 1.17 -1.67
H 1.49 1.56 -1.45
O -0.92 4.30 0.74
H -0.25 4.44 0.07
H -1.36 5.15 0.83
O 0.66 4.19 -3.33
H 1.18 4.34 -4.13
H 1.21 3.60 -2.80
O 1.57 1.35 -4.62
H 2.05 1.19 -3.80
H 1.21 0.47 -4.85
O 1.12 -1.50 -5.07
H 2.07 -1.64 -5.22
H 0.75 -2.39 -5.09
O 1.33 -3.77 -3.18
H 1.50 -4.53 -2.61
H 1.23 -3.04 -2.56
O -1.22 -2.22 4.59
H -0.70 -1.94 3.83
H -0.68 -2.89 5.02
O 0.75 -6.05 -1.23
H 0.98 -6.19 -0.31
H 0.23 -6.82 -1.48
O -3.88 0.99 1.13
H -4.10 0.49 0.33
H -4.73 1.33 1.44
O -1.09 -4.51 2.38
H -1.05 -3.77 2.98
H -1.27 -4.12 1.52
O -1.48 2.32 -4.75
H -0.97 3.14 -4.68
H -0.80 1.64 -4.74
O 4.01 -1.60 -4.67
H 4.27 -2.43 -4.24
H 4.09 -0.93 -3.98
O 2.13 -5.14 1.65
H 2.35 -5.80 2.32
H 1.23 -4.85 1.90
O 0.90 -7.87 0.75
H 1.26 -6.98 0.86
H 0.46 -8.06 1.59
O 0.30 3.85 4.38
H 0.70 4.71 4.24
H -0.13 3.93 5.24
O -2.94 -0.37 -5.91
H -2.44 0.45 -5.83
H -2.28 -1.07 -5.92
O -3.62 4.06 -6.13
H -3.12 4.19 -6.94
H -3.05 3.49 -5.59
O 1.66 -0.78 5.13
H 1.26 -0.87 4.26
H 0.98 -1.07 5.74
O -2.28 6.19 2.68
H -2.54 5.60 3.41
H -2.57 7.06 2.95
O -0.87 4.47 7.30
H -1.15 3.87 8.00
H -1.16 5.34 7.59

3.
110
Properties=species:S:1:pos:R:3 method="wB97M-V/def2-TZVPD" lumo_energy_ev=3.227 max_force_ev_per_a=3.5 total_charge=-2 e_homo_ev=0.78 orbital_gap_ev=2.4
C -0.59 6.97 -1.08
O -1.88 6.68 -1.59
H -0.48 7.62 -0.21
H -0.35 6.01 -0.63
H 0.22 7.22 -1.76
C -0.86 0.54 -0.96
C -1.90 -0.44 -1.53
O -2.83 0.20 -2.39
H -0.03 0.75 -1.64
H -0.34 0.10 -0.12
H -1.28 1.47 -0.59
H -2.42 -0.90 -0.69
H -1.41 -1.27 -2.05
O -4.79 3.29 -1.20
H -4.62 2.36 -1.37
H -5.46 3.29 -0.52
O -6.79 -1.53 -1.75
H -5.96 -1.29 -2.18
H -7.06 -2.33 -2.19
O -3.43 -2.85 -5.47
H -3.35 -2.15 -4.82
H -2.79 -3.51 -5.19
O -3.01 3.60 -4.56
H -2.38 3.45 -5.26
H -2.96 2.81 -4.02
C 0.25 -8.02 -4.54
C -1.25 -7.79 -4.17
C -1.76 -8.80 -3.13
O -3.10 -8.52 -2.62
C -3.40 -9.27 -1.45
N -1.58 -6.45 -3.84
H 0.85 -7.74 -3.67
H 0.65 -7.30 -5.25
H 0.61 -8.99 -4.89
H -1.77 -7.99 -5.10
H -1.17 -8.73 -2.22
H -1.67 -9.81 -3.52
H -4.40 -9.08 -1.06
H -2.73 -8.99 -0.64
H -3.33 -10.33 -1.71
H -2.40 -6.45 -3.24
H -0.86 -6.23 -3.17
C 3.89 2.75 7.58
C 3.10 2.66 6.29
C 1.93 3.63 6.41
O 1.35 3.87 5.13
C 0.25 3.12 4.76
N 4.02 3.09 5.23
H 4.84 2.23 7.46
H 3.36 2.37 8.45
H 4.16 3.80 7.66
H 2.79 1.64 6.07
H 2.37 4.56 6.76
H 1.20 3.26 7.13
H 0.44 2.06 4.89
H 0.03 3.36 3.72
H -0.62 3.43 5.34
H 3.38 3.37 4.50
H 4.29 4.04 5.45
C 0.12 1.29 -8.28
C 0.40 1.42 -6.76
C 1.80 0.90 -6.55
O 2.27 1.26 -5.32
C 3.48 0.75 -4.91
N 0.39 2.87 -6.60
H -0.91 1.50 -8.58
H 0.34 0.27 -8.60
H 0.76 1.94 -8.88
H -0.37 1.03 -6.09
H 2.51 1.30 -7.27
H 1.86 -0.18 -6.68
H 3.32 -0.31 -4.71
H 3.73 1.04 -3.90
H 4.34 0.82 -5.57
H 0.92 2.86 -5.74
H 1.06 3.15 -7.30
C 4.79 6.31 0.67
C 5.61 5.06 0.47
C 4.67 3.85 0.29
O 5.41 2.68 0.92
C 4.62 1.54 0.88
N 6.37 5.19 -0.79
H 5.38 7.22 0.73
H 4.26 6.16 1.62
H 4.06 6.41 -0.13
H 6.21 4.96 1.37
H 4.32 3.66 -0.72
H 3.67 4.00 0.70
H 3.83 1.56 1.62
H 5.26 0.73 1.23
H 4.04 1.15 0.04
H 6.85 4.36 -1.09
H 7.13 5.84 -0.66
C -3.80 -3.95 8.39
C -3.16 -3.42 7.10
C -4.09 -2.90 6.02
O -3.38 -2.62 4.84
C -3.62 -1.32 4.16
N -2.18 -2.41 7.54
H -3.04 -4.21 9.12
H -4.48 -4.75 8.12
H -4.46 -3.15 8.76
H -2.59 -4.29 6.78
H -4.59 -2.00 6.36
H -4.72 -3.78 5.91
H -3.79 -0.58 4.94
H -4.47 -1.33 3.48
H -2.75 -1.04 3.57
H -1.88 -2.09 6.63
H -2.51 -1.56 7.99

4.
18
Properties=species:S:1:pos:R:3 method="wB97M-V/def2-TZVPD" lumo_energy_ev=0.593 max_force_ev_per_a=2.9 e_homo_ev=-9.46 orbital_gap_ev=10.0
H 1.81 -0.90 -1.32
N 0.92 -0.44 -0.93
C -0.22 -0.85 -0.61
N -0.56 -2.27 -0.39
N -1.22 0.03 -0.29
C -0.92 1.39 0.17
H -1.44 -2.64 -0.01
H -0.41 -2.73 -1.21
H -1.98 -0.33 0.28
H -1.95 1.85 0.26
H -0.40 1.37 1.15
H -0.36 2.03 -0.53
O 0.71 -0.69 3.14
H 0.79 -1.43 3.71
H 0.52 -0.92 2.25
O 1.46 2.62 -1.96
H 1.05 1.88 -1.44
H 2.20 2.03 -2.29

Copy entry 2 word for word.
80
Properties=species:S:1:pos:R:3 method="wB97M-V/def2-TZVPD" lumo_energy_ev=-0.183 max_force_ev_per_a=2.0 e_homo_ev=-10.66 orbital_gap_ev=10.5
O 2.59 -1.31 1.74
S 1.47 -0.56 1.30
O 1.19 -0.74 -0.08
C 1.67 1.11 1.79
C 0.32 1.81 2.02
C -0.86 1.07 1.44
O -0.88 1.15 0.02
C -1.01 -0.34 1.93
O 0.25 -1.07 2.18
H 2.21 1.05 2.73
H 2.30 1.62 1.08
H 0.34 2.75 1.50
H 0.14 2.05 3.05
H -1.75 1.59 1.78
H -1.51 1.85 -0.22
H -1.65 -0.92 1.28
H -1.50 -0.29 2.89
O -0.92 -2.84 -0.50
H -0.42 -2.01 -0.47
H -0.24 -3.52 -0.59
O 2.36 1.94 -1.59
H 2.93 1.17 -1.67
H 1.49 1.56 -1.45
O -0.92 4.30 0.74
H -0.25 4.44 0.07
H -1.36 5.15 0.83
O 0.66 4.19 -3.33
H 1.18 4.34 -4.13
H 1.21 3.60 -2.80
O 1.57 1.35 -4.62
H 2.05 1.19 -3.80
H 1.21 0.47 -4.85
O 1.12 -1.50 -5.07
H 2.07 -1.64 -5.22
H 0.75 -2.39 -5.09
O 1.33 -3.77 -3.18
H 1.50 -4.53 -2.61
H 1.23 -3.04 -2.56
O -1.22 -2.22 4.59
H -0.70 -1.94 3.83
H -0.68 -2.89 5.02
O 0.75 -6.05 -1.23
H 0.98 -6.19 -0.31
H 0.23 -6.82 -1.48
O -3.88 0.99 1.13
H -4.10 0.49 0.33
H -4.73 1.33 1.44
O -1.09 -4.51 2.38
H -1.05 -3.77 2.98
H -1.27 -4.12 1.52
O -1.48 2.32 -4.75
H -0.97 3.14 -4.68
H -0.80 1.64 -4.74
O 4.01 -1.60 -4.67
H 4.27 -2.43 -4.24
H 4.09 -0.93 -3.98
O 2.13 -5.14 1.65
H 2.35 -5.80 2.32
H 1.23 -4.85 1.90
O 0.90 -7.87 0.75
H 1.26 -6.98 0.86
H 0.46 -8.06 1.59
O 0.30 3.85 4.38
H 0.70 4.71 4.24
H -0.13 3.93 5.24
O -2.94 -0.37 -5.91
H -2.44 0.45 -5.83
H -2.28 -1.07 -5.92
O -3.62 4.06 -6.13
H -3.12 4.19 -6.94
H -3.05 3.49 -5.59
O 1.66 -0.78 5.13
H 1.26 -0.87 4.26
H 0.98 -1.07 5.74
O -2.28 6.19 2.68
H -2.54 5.60 3.41
H -2.57 7.06 2.95
O -0.87 4.47 7.30
H -1.15 3.87 8.00
H -1.16 5.34 7.59